Density functional theory data (the ωB97M-V functional and the def2-TZVPD basis) for 11 unconnected molecules or ions with the total composition C57H138N5O21P3 at a distorted geometry.

Each line ends with the Löwdin charge.
Element x y z (Å)
C  -0.407  -4.794  -1.079  -0.088
C  -0.035  -5.491  0.280  -0.221
N  -0.411  -6.955  0.255  -0.180
C  -1.847  -7.100  0.008  -0.238
C  -2.175  -8.653  -0.090  -0.063
C  0.142  -7.718  1.390  -0.253
C  -0.573  -7.410  2.692  -0.097
H  -1.490  -4.676  -1.083  0.053
H  0.010  -5.343  -1.924  0.079
H  0.082  -3.823  -1.158  0.047
H  1.009  -5.314  0.538  0.103
H  -0.553  -4.943  1.067  0.083
H  -2.445  -6.569  0.748  0.106
H  -2.077  -6.594  -0.929  0.089
H  -3.231  -8.678  -0.362  0.060
H  -1.607  -9.395  -0.652  0.076
H  -2.138  -8.937  0.962  0.046
H  1.191  -7.459  1.533  0.109
H  0.136  -8.794  1.215  0.101
H  -1.648  -7.582  2.746  0.066
H  -0.430  -6.342  2.861  0.049
H  -0.151  -7.941  3.546  0.074
C  5.836  -0.875  -6.955  -0.074
C  4.680  -1.763  -7.643  -0.198
N  3.267  -1.137  -7.577  -0.147
C  2.442  -2.136  -8.262  -0.299
C  2.462  -2.002  -9.737  -0.096
C  2.922  -0.940  -6.175  -0.285
C  1.865  0.132  -5.958  -0.083
H  5.631  0.158  -7.233  0.068
H  6.823  -1.211  -7.273  0.061
H  5.760  -0.989  -5.874  0.042
H  4.896  -1.824  -8.710  0.087
H  4.764  -2.782  -7.266  0.103
H  2.626  -3.162  -7.941  0.118
H  1.478  -1.810  -7.871  0.106
H  3.437  -2.326  -10.102  0.063
H  1.727  -2.617  -10.257  0.076
H  2.273  -0.975  -10.048  0.083
H  3.726  -0.630  -5.509  0.081
H  2.655  -1.886  -5.703  0.098
H  1.679  0.364  -4.909  0.051
H  0.913  -0.177  -6.390  0.057
H  2.235  1.016  -6.477  0.080
C  0.576  2.879  1.496  -0.059
C  0.101  1.393  1.561  -0.221
N  0.282  0.720  0.235  -0.142
C  -0.661  -0.450  0.154  -0.225
C  -0.492  -1.445  1.319  -0.063
C  1.691  0.336  0.024  -0.237
C  1.884  -0.528  -1.243  -0.070
H  0.109  3.421  0.673  0.038
H  1.637  2.969  1.727  0.070
H  0.103  3.417  2.318  0.049
H  0.614  0.867  2.367  0.092
H  -0.939  1.281  1.866  0.088
H  -1.637  0.032  0.113  0.080
H  -0.599  -0.965  -0.805  0.088
H  0.538  -1.733  1.525  0.068
H  -0.945  -1.138  2.261  0.067
H  -0.881  -2.430  1.059  0.048
H  2.270  -0.160  0.803  0.097
H  2.248  1.263  -0.111  0.102
H  1.257  -0.269  -2.096  0.062
H  1.527  -1.543  -1.071  0.056
H  2.945  -0.585  -1.486  0.038
C  -3.141  -4.139  -5.759  -0.071
C  -3.107  -2.882  -4.894  -0.268
N  -1.819  -2.220  -4.860  -0.189
C  -2.050  -0.820  -4.514  -0.236
C  -2.538  -0.041  -5.762  -0.065
C  -0.941  -2.958  -3.985  -0.265
C  0.518  -2.686  -4.361  -0.075
H  -2.495  -4.951  -5.423  0.061
H  -2.774  -3.847  -6.743  0.075
H  -4.136  -4.578  -5.835  0.065
H  -3.797  -2.152  -5.315  0.101
H  -3.436  -3.048  -3.868  0.098
H  -1.051  -0.406  -4.384  0.089
H  -2.666  -0.616  -3.638  0.107
H  -3.523  -0.342  -6.119  0.066
H  -1.777  0.093  -6.532  0.069
H  -2.679  0.976  -5.398  0.052
H  -1.141  -2.683  -2.949  0.097
H  -1.044  -4.040  -4.065  0.107
H  0.798  -1.636  -4.284  0.033
H  1.206  -3.329  -3.812  0.078
H  0.473  -2.846  -5.438  0.074
C  -3.623  -2.016  -0.085  -0.099
C  -4.736  -2.387  -0.961  -0.257
N  -4.857  -3.879  -0.990  -0.131
C  -5.342  -4.470  0.266  -0.242
C  -6.713  -3.926  0.715  -0.093
C  -5.777  -4.281  -2.121  -0.253
C  -5.646  -5.674  -2.753  -0.091
H  -3.582  -0.928  -0.023  0.073
H  -2.702  -2.352  -0.561  0.062
H  -3.653  -2.336  0.956  0.079
H  -5.619  -1.930  -0.515  0.097
H  -4.661  -1.969  -1.964  0.112
H  -5.330  -5.560  0.223  0.107
H  -4.781  -4.246  1.173  0.095
H  -7.000  -4.378  1.664  0.073
H  -6.754  -2.856  0.923  0.044
H  -7.506  -4.104  -0.011  0.061
H  -5.519  -3.747  -3.035  0.085
H  -6.823  -4.006  -1.986  0.101
H  -6.208  -5.671  -3.686  0.070
H  -5.979  -6.517  -2.148  0.060
H  -4.604  -5.807  -3.045  0.064
C  -5.352  6.029  -4.070  -0.047
C  -4.151  5.242  -3.383  -0.265
O  -4.443  3.868  -3.278  -0.172
P  -3.509  2.905  -2.380  0.532
O  -3.878  1.474  -2.350  -0.235
O  -1.941  3.318  -2.692  -0.193
C  -0.898  2.405  -2.971  -0.265
C  0.455  3.061  -2.698  -0.054
O  -3.660  3.511  -0.843  -0.204
C  -2.838  3.045  0.206  -0.265
C  -3.566  2.955  1.570  -0.029
H  -5.500  5.440  -4.976  0.069
H  -6.313  6.042  -3.556  0.066
H  -5.276  7.104  -4.230  0.069
H  -3.230  5.320  -3.961  0.109
H  -3.911  5.667  -2.408  0.107
H  -0.918  1.509  -2.351  0.102
H  -1.013  2.044  -3.994  0.104
H  0.568  4.075  -3.082  0.069
H  0.670  3.199  -1.639  0.056
H  1.237  2.472  -3.179  0.062
H  -2.435  2.065  -0.052  0.091
H  -2.027  3.773  0.176  0.078
H  -2.836  2.795  2.364  0.060
H  -4.001  3.923  1.819  0.073
H  -4.399  2.254  1.628  0.069
C  1.323  4.486  5.126  -0.066
C  2.655  5.142  5.574  -0.235
O  2.506  5.463  6.962  -0.198
P  1.994  6.906  7.367  0.420
O  1.083  7.555  6.380  -0.246
O  3.332  7.696  7.723  -0.175
C  4.237  8.019  6.677  -0.276
C  4.923  9.354  6.991  -0.058
O  1.248  6.648  8.771  -0.177
C  0.167  5.688  8.916  -0.254
C  0.221  4.990  10.253  -0.079
H  1.530  3.895  4.233  0.045
H  0.910  3.767  5.834  0.073
H  0.644  5.309  4.904  0.076
H  3.384  4.335  5.656  0.117
H  2.941  5.991  4.954  0.112
H  4.954  7.200  6.627  0.120
H  3.707  8.015  5.725  0.105
H  5.775  9.485  6.324  0.074
H  4.243  10.205  6.962  0.082
H  5.426  9.330  7.958  0.077
H  -0.789  6.208  8.861  0.122
H  0.202  4.936  8.127  0.103
H  -0.668  4.378  10.401  0.083
H  1.172  4.506  10.478  0.079
H  0.230  5.742  11.043  0.075
C  3.992  -2.702  2.818  -0.064
C  4.412  -2.574  1.372  -0.291
O  4.791  -1.262  1.108  -0.173
P  5.775  -0.827  -0.088  0.478
O  6.047  -1.930  -1.035  -0.230
O  5.090  0.492  -0.706  -0.198
C  5.589  1.093  -1.866  -0.270
C  4.563  0.818  -2.931  -0.072
O  7.080  -0.263  0.697  -0.186
C  8.366  -0.853  0.604  -0.261
C  8.590  -1.621  1.931  -0.068
H  4.815  -2.492  3.501  0.083
H  3.202  -2.032  3.157  0.054
H  3.557  -3.650  3.133  0.077
H  5.222  -3.263  1.132  0.118
H  3.524  -2.883  0.820  0.115
H  5.757  2.162  -1.733  0.124
H  6.568  0.646  -2.035  0.116
H  4.906  0.903  -3.962  0.072
H  4.358  -0.251  -2.878  0.072
H  3.673  1.447  -2.917  0.077
H  8.503  -1.530  -0.240  0.111
H  9.131  -0.077  0.587  0.114
H  9.554  -2.129  1.891  0.072
H  8.679  -0.965  2.796  0.074
H  7.800  -2.343  2.137  0.069
C  2.232  0.721  5.166  -0.044
O  1.197  -0.186  4.762  -0.046
C  1.477  -1.488  5.158  -0.499
O  2.490  -1.954  5.702  0.098
O  0.391  -2.238  4.775  -0.043
C  0.394  -3.666  4.757  -0.037
H  2.292  0.983  6.222  0.104
H  1.977  1.695  4.749  0.063
H  3.173  0.464  4.681  0.103
H  0.592  -4.024  5.768  0.095
H  1.239  -4.076  4.204  0.082
H  -0.546  -4.065  4.376  0.094
C  -2.578  8.216  2.654  -0.017
O  -1.902  8.014  1.399  -0.002
C  -1.355  6.861  0.997  -0.568
O  -1.445  5.745  1.501  0.094
O  -0.759  7.062  -0.168  -0.001
C  0.013  6.049  -0.791  -0.032
H  -1.836  8.139  3.449  0.093
H  -3.241  7.370  2.839  0.092
H  -3.052  9.193  2.750  0.096
H  -0.561  5.123  -0.767  0.063
H  0.979  6.032  -0.286  0.107
H  0.207  6.318  -1.829  0.096
C  -1.928  0.979  4.743  0.013
O  -2.959  0.813  3.712  0.007
C  -3.982  0.106  3.972  -0.658
O  -4.255  -0.426  5.053  0.096
O  -4.736  0.118  2.893  -0.021
C  -6.024  -0.516  2.834  -0.015
H  -1.300  0.088  4.717  0.072
H  -2.207  1.068  5.792  0.103
H  -1.187  1.715  4.432  0.085
H  -5.963  -1.572  3.099  0.092
H  -6.475  -0.400  1.848  0.092
H  -6.632  0.019  3.563  0.098

## Properties
- DFT total energy: -139664.346 eV
- 2S+1: 1
- HOMO: -8.17 eV
- Lowest unoccupied orbital energy: 0.36 eV
- SMILES string: CCOP(=O)(OCC)OCC.CCOP(=O)(OCC)OCC.CCOP(=O)(OCC)OCC.CCN(CC)CC.CCN(CC)CC.CCN(CC)CC.CCN(CC)CC.CCN(CC)CC.COC(=O)OC.COC(=O)OC.COC(=O)OC